Record 1
C9H14Si | the ωB97M-V functional and the def2-TZVPD basis

Each line ends with the Mulliken charge.
Geometry (Å):
Si: -3.533 -0.464 -0.757  0.357
C: -2.867 -0.097 0.944  -0.689
C: -1.663 0.498 1.112  -0.334
C: -0.786 0.995 0.015  -0.486
C: 0.746 0.503 0.272  0.238
C: 0.929 -0.948 0.717  -0.781
C: 2.182 -1.394 0.588  -0.372
C: 3.228 -0.653 -0.059  -0.290
C: 3.035 0.448 -0.685  -0.591
C: 1.666 0.912 -0.947  -0.383
H: -4.987 -0.728 -0.442  -0.156
H: -3.004 -1.979 -0.907  -0.072
H: -3.316 0.465 -1.846  -0.100
H: -3.508 -0.282 1.722  0.554
H: -1.426 0.826 2.102  0.364
H: -1.010 0.658 -1.075  0.181
H: -0.613 2.039 0.035  0.295
H: 1.122 0.983 1.165  0.205
H: 0.254 -1.579 1.181  0.443
H: 2.410 -2.386 0.925  0.390
H: 4.231 -1.021 -0.063  0.343
H: 3.912 1.029 -1.104  0.292
H: 1.653 2.002 -1.126  0.336
H: 1.344 0.172 -1.769  0.254

Cartesian forces (eV/Å) of the 3 atoms listed first:
Si -0.484 -3.110 1.487
C 2.687 1.573 -2.584
C -2.203 0.233 -0.625

Output
SMILES: [SiH3]/C=C\C[C@H]1C=CC=CC1
E_tot: -17434.2181 eV
Kohn-Sham gap: 9.37 eV
energy relative to the best compared isomer or geometry (same formula, charge and spin): 89.4 kcal/mol
strongest force on any atom: 4.06 eV/Å
LUMO level: 0.98 eV
net charge: 0


Record 2
C9H14Si | the ωB97M-V functional and the def2-TZVPD basis

Each line ends with the Mulliken charge.
Geometry (Å):
C: 1.657 -0.021 -2.201  -1.399
C: 0.738 0.012 -1.021  0.185
C: -0.332 0.873 -0.747  0.191
C: -0.674 2.144 -1.469  -1.357
C: -0.848 0.520 0.567  0.513
C: -2.144 0.997 1.133  -1.279
C: -0.224 -0.639 1.041  0.109
C: -0.437 -1.327 2.281  -1.546
C: 0.804 -0.950 0.078  0.699
Si: 2.046 -2.169 0.301  0.406
H: 2.633 0.370 -2.165  0.314
H: 1.101 0.434 -3.021  0.341
H: 1.876 -1.057 -2.515  0.375
H: -0.843 2.007 -2.497  0.394
H: 0.125 2.995 -1.626  0.239
H: -1.662 2.491 -1.048  0.228
H: -2.049 1.427 2.126  0.329
H: -2.983 0.169 1.170  0.236
H: -2.639 1.884 0.527  0.276
H: -1.376 -1.950 2.289  0.272
H: -0.688 -0.739 3.129  0.363
H: 0.374 -1.994 2.565  0.313
H: 3.384 -2.387 -0.367  -0.085
H: 2.161 -3.091 1.470  -0.117

Cartesian forces (eV/Å) of the 3 atoms listed first:
C -1.652 -1.166 -0.852
C -0.827 0.423 0.612
C 2.800 -0.171 -0.090

Output
SMILES: CC1=C(C)C(C)=C(C)C1=[SiH2]
E_tot: -17434.2949 eV
Kohn-Sham gap: 6.42 eV
energy relative to the best compared isomer or geometry (same formula, charge and spin): 87.7 kcal/mol
strongest force on any atom: 3.29 eV/Å
LUMO level: -0.77 eV
net charge: 0


Record 3
C9H15BBrFN3O2 | the ωB97M-V functional and the def2-TZVPD basis

Each line ends with the Mulliken charge.
Geometry (Å):
C: 0.002 -3.394 0.357  -1.018
C: -0.346 -1.784 0.060  0.013
O: 0.350 -0.897 1.004  -0.328
C: -0.200 0.498 0.931  0.331
C: 0.472 1.447 -0.206  0.216
C: 1.692 1.095 -1.238  -0.587
Br: 3.232 0.092 -0.409  -0.036
C: 1.182 0.428 -2.682  -0.214
C: 2.457 0.690 -3.734  -0.986
C: -0.266 2.954 -0.212  0.174
F: 0.098 4.050 -1.148  -0.199
C: -1.433 2.992 0.933  -0.209
N: -1.883 2.002 1.929  -0.879
N: -1.278 0.786 1.923  0.886
B: -1.772 -0.230 2.984  0.519
N: -3.016 -1.096 2.682  -0.617
O: -1.068 -0.391 4.296  -0.501
H: -0.085 -3.616 1.527  0.271
H: -0.901 -3.999 -0.129  0.336
H: 1.042 -3.721 -0.091  0.309
H: -1.508 -1.688 0.314  0.217
H: -0.243 -1.495 -1.068  0.073
H: 2.154 2.149 -1.559  0.489
H: 0.250 1.007 -3.091  0.355
H: 1.062 -0.735 -2.636  0.243
H: 3.159 -0.265 -3.588  0.289
H: 2.090 0.684 -4.861  0.313
H: 3.102 1.622 -3.448  0.282
H: -2.032 4.027 0.967  0.363
H: -2.600 -1.996 2.319  0.268
H: -3.503 -1.358 3.580  0.301
H: -0.212 0.143 4.295  0.325

Cartesian forces (eV/Å) of the 3 atoms listed first:
C -0.685 0.614 0.141
C -2.510 -1.986 -0.184
O -1.899 3.819 -0.546

Output
SMILES: CCOc1c([C@@H](Br)CC)c(F)cn[n+]1B(N)O
E_tot: -91563.5175 eV
Kohn-Sham gap: 7.90 eV
strongest force on any atom: 5.93 eV/Å
LUMO level: -5.72 eV
net charge: +1


Record 4
C9H15Br6Cl9 | the ωB97M-V functional and the def2-TZVPD basis

Each line ends with the Mulliken charge.
Geometry (Å):
Cl: 4.848 2.978 4.432  -0.139
C: 5.085 2.807 2.619  0.580
Cl: 6.516 1.760 2.473  -0.103
Cl: 5.249 4.400 1.839  -0.124
H: 4.214 2.402 2.105  -0.200
Cl: 5.208 -1.785 -0.395  -0.123
C: 5.023 -0.059 -0.740  0.555
Cl: 4.069 0.244 -2.274  -0.105
Cl: 6.585 0.892 -0.726  -0.126
H: 4.430 0.254 0.120  -0.241
Cl: 1.888 0.928 1.252  -0.146
C: 0.496 1.763 0.518  0.278
Cl: 0.483 3.464 0.849  -0.126
Cl: -1.015 0.924 0.767  0.010
H: 0.589 1.580 -0.553  -0.072
Br: 0.235 -0.054 -2.846  -0.143
C: -1.560 -0.166 -3.722  -0.510
C: -1.864 1.026 -4.711  -0.550
Br: -3.516 0.544 -5.744  -0.157
H: -2.288 -0.055 -2.919  0.274
H: -1.619 -1.163 -4.159  0.418
H: -1.140 1.204 -5.505  0.339
H: -2.093 2.005 -4.289  0.357
Br: -4.881 -1.754 -0.616  -0.147
C: -5.369 -1.235 1.222  -0.508
C: -4.382 -0.166 1.660  -0.181
Br: -4.656 1.675 0.836  -0.166
H: -5.310 -2.042 1.953  0.345
H: -6.395 -0.877 1.137  0.428
H: -3.327 -0.336 1.441  -0.206
H: -4.500 0.015 2.728  0.426
Br: -2.102 -2.899 2.404  -0.131
C: -0.249 -2.526 2.174  -0.405
C: 0.031 -2.679 0.667  -0.512
Br: 1.965 -2.809 0.259  -0.135
H: 0.169 -3.279 2.843  0.376
H: -0.040 -1.547 2.605  0.267
H: -0.387 -1.859 0.083  0.156
H: -0.390 -3.576 0.213  0.448

Cartesian forces (eV/Å) of the 3 atoms listed first:
Cl -0.397 0.081 -1.330
C 0.330 0.389 0.930
Cl -0.501 0.405 -0.325

Output
SMILES: ClC(Cl)Cl.ClC(Cl)Cl.ClC(Cl)Cl.BrCCBr.BrCCBr.BrCCBr
E_tot: -542532.4233 eV
Kohn-Sham gap: 10.47 eV
energy relative to the best compared isomer or geometry (same formula, charge and spin): 27.2 kcal/mol
strongest force on any atom: 1.76 eV/Å
LUMO level: 0.20 eV
net charge: 0


Record 5
C9H15ClN2O2 | the ωB97M-V functional and the def2-TZVPD basis

Each line ends with the Mulliken charge.
Geometry (Å):
C: 0.336 -1.129 0.182  0.742
C: -4.517 1.889 0.165  0.668
C: 0.827 -2.523 -1.630  -0.710
C: -1.687 -2.054 -0.644  -0.480
C: -0.195 3.179 0.201  -1.285
C: 2.639 -2.181 0.037  -0.863
C: 0.866 -0.116 1.103  -0.921
C: 0.106 1.813 -0.293  0.100
C: 1.321 1.228 0.483  -0.535
N: 1.233 -1.958 -0.492  0.246
N: -0.910 -1.135 0.021  -0.340
O: -5.074 1.664 1.116  -0.319
O: -3.975 2.239 -0.770  -0.347
Cl: -2.940 -2.618 0.633  -0.260
H: 1.765 -3.164 -1.990  0.132
H: -2.389 -1.462 -1.295  0.361
H: -0.167 3.156 1.249  0.410
H: -1.178 3.463 -0.264  0.333
H: 0.664 3.847 -0.185  0.275
H: 3.239 -1.161 0.229  0.246
H: 2.632 -2.958 0.834  0.288
H: 3.243 -2.617 -0.728  0.412
H: 1.722 -0.468 1.742  0.449
H: -0.076 0.165 1.847  0.234
H: -0.672 1.028 -0.151  0.003
H: 0.499 1.702 -1.361  0.231
H: 1.645 2.018 1.217  0.389
H: 2.180 1.049 -0.198  0.248
H: -1.139 -2.894 -1.055  0.295

Cartesian forces (eV/Å) of the 3 atoms listed first:
C -0.587 0.585 0.238
C 0.422 0.837 -0.691
C 2.379 -0.694 -0.291

Output
E_tot: -29169.9606 eV
Kohn-Sham gap: 8.88 eV
strongest force on any atom: 4.51 eV/Å
LUMO level: 0.08 eV
net charge: 0


Record 6
C9H15ClN2O3 | the ωB97M-V functional and the def2-TZVPD basis

Each line ends with the Mulliken charge.
Geometry (Å):
O: -0.355 -2.763 4.862  -0.538
C: 0.276 -1.501 4.596  -0.551
C: 0.796 -1.613 3.153  0.021
O: 1.655 -2.730 2.950  -0.668
C: -0.318 -1.715 2.115  -0.852
C: 0.231 -1.596 0.742  0.576
C: -0.404 -0.934 -0.274  -0.436
N: 0.407 -0.966 -1.368  0.194
C: 0.162 -0.388 -2.692  -1.000
C: 0.250 1.148 -2.678  0.115
O: -0.159 1.663 -3.972  -0.537
C: 1.659 1.613 -2.306  -0.475
Cl: 2.741 1.165 -3.645  -0.173
C: 1.537 -1.703 -0.981  -0.332
N: 1.433 -2.101 0.299  -0.588
H: 0.189 -3.463 4.486  0.348
H: -0.378 -0.614 4.782  0.340
H: 1.137 -1.412 5.290  0.272
H: 1.373 -0.698 2.987  0.333
H: 1.804 -2.771 1.956  0.559
H: -0.794 -2.682 2.208  0.283
H: -1.034 -0.898 2.267  0.294
H: -1.415 -0.504 -0.207  0.371
H: -0.806 -0.662 -3.060  0.350
H: 0.902 -0.834 -3.393  0.360
H: -0.431 1.489 -1.932  0.288
H: -0.031 2.607 -4.037  0.318
H: 1.610 2.690 -2.105  0.409
H: 1.972 1.093 -1.391  0.289
H: 2.345 -1.899 -1.681  0.426

Cartesian forces (eV/Å) of the 3 atoms listed first:
O -0.965 0.782 0.710
C 1.072 -1.710 -0.249
C 0.095 0.954 -0.218

Output
SMILES: OC[C@@H](O)Cc1cn(C[C@H](O)CCl)cn1
E_tot: -31220.9625 eV
Kohn-Sham gap: 9.33 eV
energy relative to the best compared isomer or geometry (same formula, charge and spin): 2.9 kcal/mol
strongest force on any atom: 2.03 eV/Å
LUMO level: 0.42 eV
net charge: 0


What is the strongest force on any atom in the third record?
5.93 eV/Å


What did the fifth record say?
C9H15ClN2O2 | the ωB97M-V functional and the def2-TZVPD basis

Each line ends with the Mulliken charge.
Geometry (Å):
C: 0.336 -1.129 0.182  0.742
C: -4.517 1.889 0.165  0.668
C: 0.827 -2.523 -1.630  -0.710
C: -1.687 -2.054 -0.644  -0.480
C: -0.195 3.179 0.201  -1.285
C: 2.639 -2.181 0.037  -0.863
C: 0.866 -0.116 1.103  -0.921
C: 0.106 1.813 -0.293  0.100
C: 1.321 1.228 0.483  -0.535
N: 1.233 -1.958 -0.492  0.246
N: -0.910 -1.135 0.021  -0.340
O: -5.074 1.664 1.116  -0.319
O: -3.975 2.239 -0.770  -0.347
Cl: -2.940 -2.618 0.633  -0.260
H: 1.765 -3.164 -1.990  0.132
H: -2.389 -1.462 -1.295  0.361
H: -0.167 3.156 1.249  0.410
H: -1.178 3.463 -0.264  0.333
H: 0.664 3.847 -0.185  0.275
H: 3.239 -1.161 0.229  0.246
H: 2.632 -2.958 0.834  0.288
H: 3.243 -2.617 -0.728  0.412
H: 1.722 -0.468 1.742  0.449
H: -0.076 0.165 1.847  0.234
H: -0.672 1.028 -0.151  0.003
H: 0.499 1.702 -1.361  0.231
H: 1.645 2.018 1.217  0.389
H: 2.180 1.049 -0.198  0.248
H: -1.139 -2.894 -1.055  0.295

Cartesian forces (eV/Å) of the 3 atoms listed first:
C -0.587 0.585 0.238
C 0.422 0.837 -0.691
C 2.379 -0.694 -0.291

Output
E_tot: -29169.9606 eV
Kohn-Sham gap: 8.88 eV
strongest force on any atom: 4.51 eV/Å
LUMO level: 0.08 eV
net charge: 0